(1)
Molecular formula: C18H28O18S
Method: DFT, ωB97M-V/def2-TZVPD

Computed properties:
**Energy relative to the best compared isomer or geometry (same formula, charge and spin)**: 2.250 eV
**LUMO level**: -0.32 eV

CARTESIAN COORDINATES (ANGSTROEM)
C: 5.875 -1.689 -2.434
C: 4.762 -2.430 -3.138
O: 3.466 -2.218 -2.484
S: 2.206 -3.104 -3.005
C: 0.846 -2.552 -2.022
O: 1.903 -2.881 -4.293
O: 2.611 -4.437 -2.610
H: 6.297 -2.109 -1.493
H: 5.433 -0.611 -2.160
H: 6.768 -1.583 -3.076
H: 4.739 -2.341 -4.244
H: 4.939 -3.388 -2.984
H: 1.008 -2.829 -1.167
H: -0.020 -2.994 -2.703
H: 0.579 -1.561 -2.204
O: -3.175 7.082 2.192
C: -3.458 6.031 2.676
O: -4.727 5.768 2.972
C: -4.934 4.507 3.499
C: -3.484 3.972 3.446
O: -2.722 5.090 2.957
H: -5.208 4.696 4.512
H: -5.459 3.680 2.849
H: -3.142 3.158 2.843
H: -3.255 3.812 4.338
O: -2.654 -6.549 -0.498
C: -1.948 -6.334 0.524
O: -2.373 -6.395 1.712
C: -1.370 -5.930 2.610
C: -0.151 -5.599 1.559
O: -0.618 -6.065 0.396
H: -1.537 -5.002 3.187
H: -1.099 -6.640 3.399
H: 0.864 -5.792 1.978
H: -0.422 -4.531 1.479
O: -1.745 -2.439 2.246
C: -1.259 -1.446 1.742
O: -1.014 -1.267 0.441
C: -0.724 0.027 0.215
C: -0.383 0.671 1.593
O: -0.867 -0.352 2.469
H: -0.128 0.317 -0.527
H: -1.616 0.559 -0.002
H: -1.056 1.593 1.661
H: 0.476 1.265 1.915
O: 4.521 4.194 3.853
C: 3.697 4.635 3.058
O: 3.952 5.427 2.116
C: 2.738 5.609 1.272
C: 1.667 4.719 1.944
O: 2.314 4.247 3.091
H: 2.633 6.715 0.932
H: 3.011 5.209 0.338
H: 1.640 3.784 1.392
H: 0.755 5.284 2.225
O: -3.525 0.182 -1.860
C: -2.817 0.038 -2.904
O: -2.208 -1.187 -3.267
C: -1.460 -0.845 -4.335
C: -1.788 0.533 -4.738
O: -2.455 1.040 -3.720
H: -0.476 -0.985 -3.937
H: -1.425 -1.545 -5.164
H: -2.236 0.624 -5.703
H: -0.764 1.163 -4.958

Results of the Mulliken charge analysis, in e, for atoms 1 through 8: -1.0271 -0.4284 -0.2472 1.2529 -1.1208 -0.5700 -0.6836 0.2850


(2)
Molecular formula: C4H22F12O23S4
Method: DFT, ωB97M-V/def2-TZVPD

Computed properties:
**Energy relative to the best compared isomer or geometry (same formula, charge and spin)**: 2.634 eV
**LUMO level**: 7.76 eV
**Total charge**: -4

CARTESIAN COORDINATES (ANGSTROEM)
C: -0.405 -7.073 25.658
F: -0.808 -6.176 24.702
F: -1.131 -6.865 26.770
F: -0.488 -8.325 25.258
S: 1.376 -6.821 26.192
O: 1.405 -5.376 26.384
O: 1.576 -7.520 27.457
O: 2.292 -7.230 25.104
C: -0.582 -4.276 33.410
F: -1.744 -3.679 33.649
F: -0.047 -4.760 34.549
F: -0.617 -5.333 32.599
S: 0.708 -2.916 32.813
O: 0.197 -2.369 31.466
O: 0.724 -1.891 33.832
O: 1.957 -3.630 32.665
C: -6.335 -8.476 26.711
F: -6.981 -8.204 27.845
F: -4.992 -8.698 26.949
F: -6.903 -9.513 26.102
S: -6.470 -6.891 25.625
O: -7.839 -6.823 25.067
O: -6.167 -5.757 26.510
O: -5.493 -7.051 24.578
C: -3.598 -5.135 28.677
F: -3.664 -6.206 27.867
F: -3.027 -4.105 28.037
F: -4.797 -4.794 29.050
S: -2.616 -5.591 30.252
O: -3.294 -6.809 30.696
O: -1.246 -5.774 29.805
O: -2.893 -4.369 31.026
O: 1.320 -6.974 30.353
H: 0.493 -6.494 30.300
H: 1.763 -6.606 31.118
O: 0.532 -3.739 29.193
H: 1.397 -4.128 29.061
H: -0.045 -4.486 29.352
O: -0.245 -8.920 29.102
H: -0.863 -8.444 28.547
H: -0.795 -9.376 29.738
O: -1.938 -8.319 32.894
H: -1.275 -8.992 32.741
H: -2.349 -8.188 32.040
O: -5.151 -8.819 29.697
H: -4.573 -8.090 29.924
H: -5.520 -8.577 28.848
O: -2.218 -2.108 26.168
H: -2.727 -1.323 25.967
H: -1.801 -2.342 25.339
O: -4.195 -5.260 33.868
H: -3.762 -6.100 34.018
H: -3.504 -4.690 33.529
O: -5.808 -5.970 31.598
H: -4.884 -6.079 31.372
H: -5.803 -5.369 32.343
O: -3.882 -4.199 25.448
H: -4.506 -4.575 26.068
H: -3.335 -3.619 25.979
O: -1.946 -2.249 29.878
H: -2.808 -1.990 29.552
H: -2.123 -2.984 30.465
O: -7.959 -4.118 27.788
H: -8.135 -3.421 27.157
H: -7.252 -4.628 27.392

Results of the Mulliken charge analysis, in e, for atoms 1 through 8: 0.5537 -0.2226 -0.2457 -0.2263 1.0655 -0.6807 -0.5466 -0.7471


(3)
Molecular formula: C43H35F3N7O4S6W
Method: DFT, ωB97M-V/def2-TZVPD

Computed properties:
**Energy relative to the best compared isomer or geometry (same formula, charge and spin)**: 2.739 eV
**LUMO level (spin up / spin down)**: 1.06 / 1.06 eV
**Total charge**: -1

CARTESIAN COORDINATES (ANGSTROEM)
W: -0.167 0.318 0.306
N: -2.684 2.125 3.269
C: -1.582 2.562 3.976
C: -1.500 3.324 5.134
C: -0.234 3.607 5.605
C: 0.899 3.128 4.939
C: 0.806 2.364 3.791
C: -0.462 2.080 3.288
N: -0.916 1.362 2.161
C: -2.233 1.425 2.210
C: -3.015 0.843 1.161
C: -4.353 0.867 1.049
S: -4.856 0.154 -0.456
C: -3.095 0.015 -1.032
N: -2.263 0.272 0.161
H: -3.648 2.333 3.451
H: -2.390 3.677 5.638
H: -0.116 4.200 6.502
H: 1.880 3.352 5.336
H: 1.695 1.989 3.316
H: -5.057 1.280 1.752
H: -2.977 -1.024 -1.322
O: -0.375 -0.661 -1.401
S: -0.514 -0.504 -2.990
C: 0.430 0.985 -3.364
C: -0.086 1.880 -4.289
C: 0.674 2.962 -4.712
C: 1.949 3.143 -4.196
C: 2.494 2.229 -3.307
C: 1.753 1.113 -2.931
C: -2.087 -0.108 -3.289
C: -2.819 -0.836 -4.259
C: -4.071 -0.444 -4.614
C: -4.590 0.774 -4.033
C: -3.989 1.414 -3.018
C: -2.779 0.840 -2.330
H: -1.094 1.723 -4.655
H: 0.265 3.665 -5.425
H: 2.539 3.999 -4.498
H: 3.496 2.354 -2.918
H: 3.087 0.228 -1.776
H: -2.339 -1.681 -4.743
H: -4.627 -0.966 -5.380
H: -5.493 1.204 -4.456
H: -4.400 2.341 -2.638
H: -2.106 1.647 -2.034
N: -0.185 1.915 -0.428
C: -0.407 3.287 -0.499
C: -0.185 4.100 0.620
C: -0.432 5.459 0.552
C: -0.896 6.040 -0.620
C: -1.111 5.241 -1.732
C: -0.871 3.877 -1.676
H: 0.214 3.669 1.523
H: -0.248 6.070 1.427
H: -1.081 7.105 -0.667
H: -1.467 5.675 -2.658
H: -1.036 3.266 -2.547
C: 1.020 -0.776 3.523
C: -0.147 -1.531 2.989
C: -0.764 -2.580 3.624
C: -1.696 -3.113 2.707
C: -1.612 -2.364 1.560
C: -2.328 -2.720 0.297
N: -0.666 -1.359 1.717
H: 1.803 -1.468 3.840
H: 0.765 -0.156 4.386
H: 1.475 -0.135 2.775
H: -0.521 -2.941 4.612
H: -2.322 -3.985 2.830
H: -2.447 -3.805 0.267
H: -1.762 -2.438 -0.589
H: -3.325 -2.281 0.236
S: 7.593 1.669 2.553
C: 5.968 1.375 2.354
S: 5.072 2.102 1.054
C: 3.587 1.404 1.659
N: 3.762 0.685 2.713
N: 5.093 0.656 3.095
C: 5.355 -0.095 4.278
C: 4.336 -0.207 5.222
C: 4.546 -0.944 6.374
C: 5.764 -1.573 6.598
C: 6.767 -1.462 5.649
C: 6.572 -0.730 4.486
S: 2.134 1.788 0.805
H: 3.384 0.269 5.042
H: 3.745 -1.029 7.097
H: 5.924 -2.151 7.499
H: 7.718 -1.957 5.800
H: 7.354 -0.657 3.749
F: 0.792 -3.509 -0.543
C: 2.030 -3.133 -0.860
F: 2.837 -4.207 -0.722
F: 2.054 -2.768 -2.139
S: 2.678 -1.814 0.329
O: 3.808 -1.246 -0.421
O: 1.469 -0.883 0.283
O: 2.211 0.112 -2.180

Results of the Mulliken charge analysis, in e, for atoms 1 through 8: 0.5843 0.1215 0.3136 -1.2022 -0.7014 -1.0739 -0.4576 -0.1174


(4)
Molecular formula: C5H8N2
Method: DFT, ωB97M-V/def2-TZVPD

Computed properties:
**Energy relative to the best compared isomer or geometry (same formula, charge and spin)**: 3.618 eV
**LUMO level**: 0.78 eV

CARTESIAN COORDINATES (ANGSTROEM)
H: -2.514 0.998 -0.196
N: -2.835 0.055 -0.036
C: -1.774 -0.633 0.137
N: -0.498 -0.201 0.097
C: 0.489 -1.201 0.020
C: 1.800 -0.956 -0.180
C: -0.164 1.000 -0.276
C: 0.945 1.548 0.304
H: -2.046 -1.661 0.118
H: -0.031 -2.187 0.485
H: 2.158 0.054 -0.469
H: 2.565 -1.731 -0.266
H: -0.758 1.492 -1.021
H: 1.211 0.928 1.316
H: 1.450 2.494 -0.033

Results of the Mulliken charge analysis, in e, for atoms 1 through 8: 0.2337 -0.6816 0.1971 0.0133 0.1286 -0.8872 0.0551 -1.2269


(5)
Molecular formula: CF3NO2
Method: DFT, ωB97M-V/def2-TZVPD

Computed properties:
**Energy relative to the best compared isomer or geometry (same formula, charge and spin)**: 1.708 eV
**LUMO level**: -0.86 eV

CARTESIAN COORDINATES (ANGSTROEM)
C: 0.550 -0.558 -0.461
N: -0.802 0.829 0.548
O: -0.126 1.318 1.374
O: -1.951 0.902 0.217
F: 0.429 -0.844 -1.769
F: 0.251 -1.683 0.175
F: 1.648 0.037 -0.083

Mulliken analysis output, partial charges in e: 0.6720 0.6689 -0.4036 -0.4515 -0.1670 -0.1709 -0.1477


(6)
Molecular formula: C3H8N
Method: DFT, ωB97M-V/def2-TZVPD

Computed properties:
**Energy relative to the best compared isomer or geometry (same formula, charge and spin)**: 0.672 eV
**LUMO level**: -3.97 eV
**Total charge**: +1

CARTESIAN COORDINATES (ANGSTROEM)
C: 1.430 -1.261 -0.137
C: 0.501 -0.222 0.266
C: -0.805 -0.063 0.009
N: -1.316 1.370 0.128
H: 1.474 -2.073 0.604
H: 2.410 -0.796 -0.173
H: 1.144 -1.855 -1.005
H: 0.910 0.561 0.910
H: -1.348 -0.659 -0.711
H: -0.541 1.993 -0.067
H: -1.968 1.527 0.890
H: -1.890 1.478 -0.713

Results of the Mulliken charge analysis, in e, for atoms 1 through 8: -1.1695 0.0133 -0.2211 -0.3388 0.3137 0.3205 0.3497 0.3306


| no. | E (a.u.) |
| --- | --- |
| 1 | -2454.8950 |
| 2 | -4687.2370 |
| 3 | -5099.7312 |
| 4 | -304.7025 |
| 5 | -542.7759 |
| 6 | -173.5580 |